184
Properties=species:S:1:pos:R:3:forces:R:3 method="wB97M-V/def2-TZVPD" orbital_gap_ev=7.357 total_energy_ev=-175746.66966 charge=-1
C 0.5583 -0.4359 1.7446 2.640 0.554 0.737
F 0.5773 -0.3715 3.0747 2.537 1.121 -0.197
F 0.7270 -1.6801 1.3002 5.676 2.468 -5.238
F -0.6297 -0.0256 1.3177 3.666 3.529 0.251
S 1.9140 0.6392 1.0897 2.516 -2.007 -2.015
O 2.0148 0.2382 -0.3551 1.560 2.665 11.938
O 1.4535 1.9816 1.2453 2.619 -2.269 1.182
N 3.2985 0.0434 1.9242 -6.116 0.841 -3.015
S 3.9547 1.2038 2.5900 4.179 6.261 4.696
O 4.3564 2.3319 1.7436 0.723 -2.902 1.083
O 3.3417 1.6242 3.8706 1.068 -1.457 -1.897
C 5.6908 0.2805 2.9331 -1.354 2.260 -0.812
F 6.2928 0.0639 1.7468 0.283 0.708 1.757
F 6.4662 1.0627 3.6904 -0.375 -0.676 -0.321
F 5.4705 -0.8809 3.4937 0.383 -0.750 0.964
O 1.1087 4.0556 -3.3430 -0.551 0.570 0.093
P 1.6028 2.7134 -3.6808 -0.318 -1.308 0.570
N 1.5837 1.6858 -2.3554 1.626 1.198 1.027
C 0.4764 1.6155 -1.3547 2.612 -0.346 -4.132
C 2.5298 0.5998 -2.2237 0.464 2.159 -4.516
N 3.1160 2.7079 -4.4471 -0.418 -0.886 0.889
C 3.1443 3.0639 -5.8812 0.164 -0.005 1.167
C 4.2669 3.1662 -3.5775 -1.044 -0.142 -1.354
N 0.5484 1.8868 -4.6767 -1.138 -0.720 -2.590
C -0.9027 2.1811 -4.7039 0.623 -0.056 0.459
C 0.7619 0.5140 -5.2424 1.775 0.351 0.991
H -0.1306 0.7416 -1.5913 4.185 1.319 -2.064
H -0.1284 2.5222 -1.3710 1.230 -3.599 -1.906
H 0.9020 1.3945 -0.3759 -2.107 2.029 -2.390
H 3.2757 0.6937 -1.4344 -1.234 0.034 -1.789
H 3.0728 0.5696 -3.1683 -0.013 0.448 -0.105
H 1.9472 -0.3187 -2.1518 0.898 2.283 -1.525
H 2.3518 2.5502 -6.4254 0.360 -0.416 0.041
H 2.9418 4.1202 -6.0585 0.333 0.319 0.078
H 4.1637 2.7860 -6.1493 -0.239 0.111 -0.810
H 5.2297 3.1696 -4.0885 -0.217 -0.138 -0.597
H 4.0421 4.2062 -3.3408 0.311 -0.087 0.897
H 4.4289 2.4445 -2.7769 -0.461 0.589 0.329
H -1.1313 3.2011 -4.3951 0.202 -0.006 -0.108
H -1.3112 1.9686 -5.6919 0.089 0.235 -0.208
H -1.3983 1.4891 -4.0230 -0.353 0.268 0.118
H 1.8235 0.2674 -5.2238 0.134 0.643 -0.439
H 0.4040 0.3017 -6.2498 -0.266 0.736 -0.139
H 0.3735 -0.2726 -4.5955 0.641 0.670 -1.117
O -3.1712 4.2854 0.7979 0.342 -0.125 1.734
P -1.8827 4.1303 1.5266 2.139 0.234 1.294
N -1.4601 2.5363 1.9977 1.097 1.436 -0.724
C -2.3951 1.4631 1.8926 -1.263 0.497 0.115
C -0.2268 2.2257 2.7450 -1.166 1.567 1.892
N -1.7892 5.0797 2.9905 0.127 -0.215 -0.799
C -2.9529 4.9763 3.8922 0.262 0.486 -0.914
C -0.4949 5.5016 3.5957 -0.517 -0.328 -0.533
N -0.5500 4.6493 0.6265 0.555 0.304 -0.072
C -0.6362 5.9781 0.0312 -0.431 0.393 1.078
C 0.2626 3.8018 -0.2744 -3.156 2.460 2.422
H -2.4911 1.1615 0.8496 0.051 0.639 1.035
H -3.4227 1.7379 2.1308 0.539 -0.029 1.176
H -2.0792 0.5551 2.4063 -0.490 1.247 1.061
H -0.5195 2.2441 3.7948 0.149 -0.465 0.461
H 0.5552 2.9789 2.6486 -0.724 0.365 0.190
H 0.3081 1.3101 2.4928 -2.049 1.937 1.136
H -3.0695 3.9492 4.2379 -0.189 0.066 0.468
H -2.9046 5.7199 4.6877 0.595 -0.357 0.358
H -3.8575 5.3155 3.3875 -0.090 -0.477 -0.435
H -0.6092 6.4757 4.0713 -0.043 0.348 -0.449
H -0.0685 4.8996 4.3982 -0.401 -0.749 0.035
H 0.2504 5.4808 2.8007 0.035 0.417 0.129
H -1.3462 6.0400 -0.7937 -0.240 -0.001 -0.018
H -0.9200 6.6250 0.8613 -0.263 0.551 -0.368
H 0.3257 6.3210 -0.3500 0.124 -0.232 0.179
H 0.6715 2.9671 0.2949 -1.604 1.345 -0.623
H 1.0981 4.3747 -0.6767 -1.506 0.823 -0.221
H -0.3975 3.4329 -1.0594 -0.368 3.403 0.979
O -4.3213 -0.9071 -2.1698 -0.474 0.253 0.016
P -4.0711 0.2708 -1.3147 1.316 2.492 0.962
N -2.6035 0.1089 -0.3498 -2.993 -0.677 -1.151
C -2.6530 -0.9987 0.6285 -0.791 5.684 -2.089
C -1.3024 0.3814 -0.8811 -4.071 3.170 -1.059
N -5.3122 0.6645 -0.2666 -1.081 -1.795 0.138
C -5.2874 1.6858 0.7749 0.222 0.060 -0.952
C -6.5618 -0.1434 -0.2869 1.291 0.283 -0.504
N -3.9168 1.7619 -2.0979 1.764 -0.849 -0.362
C -3.4133 3.0269 -1.4344 -1.142 -1.897 -0.843
C -4.6629 1.9839 -3.3341 0.409 0.171 0.369
H -3.6759 -1.0667 0.9987 -0.483 -0.109 -0.574
H -2.1227 -0.6606 1.5187 -1.554 -1.557 -0.913
H -2.2425 -1.8724 0.1223 -0.111 2.737 -0.091
H -1.2541 1.4142 -1.2263 -2.214 -0.148 1.231
H -1.0735 -0.1945 -1.7778 -0.991 2.462 0.317
H -0.4770 0.1512 -0.2075 -1.597 1.301 -1.471
H -5.6536 1.2815 1.7186 0.354 -0.209 0.239
H -4.2708 2.0740 0.8378 -0.864 0.126 0.036
H -5.9454 2.5260 0.5528 -0.137 0.097 -0.311
H -7.4066 0.5405 -0.3679 -0.166 -0.101 0.594
H -6.6065 -0.7553 -1.1878 0.261 -0.048 0.049
H -6.5308 -0.8108 0.5744 -0.732 0.086 0.207
H -4.2601 3.6062 -1.0663 0.081 0.005 -0.007
H -2.8047 2.7574 -0.5712 -0.032 0.119 -0.630
H -2.8940 3.6188 -2.1881 0.329 -0.035 0.110
H -4.0545 2.6631 -3.9313 -0.351 0.455 -0.075
H -5.6386 2.3892 -3.0662 -0.201 0.385 -0.405
H -4.8186 1.1310 -3.9947 0.149 -0.463 0.571
O 0.5175 -3.3554 -4.5605 -0.099 0.492 -0.780
P 0.4695 -2.9676 -3.1524 0.349 0.511 2.962
N -0.7943 -1.9493 -2.6502 -0.050 -1.224 -1.408
C -1.2893 -1.8155 -1.2898 1.883 -5.309 -1.597
C -1.1397 -0.8077 -3.5015 -0.057 -1.148 -0.250
N 1.8211 -2.0649 -2.6639 0.252 -1.644 0.860
C 2.1484 -1.6569 -1.2660 -1.823 -4.373 -0.894
C 2.8474 -1.6627 -3.5774 0.427 -1.770 -1.590
N 0.4183 -4.3011 -2.0634 -0.155 0.271 0.473
C -0.7961 -5.1738 -1.9396 0.642 0.611 -0.606
C 1.6856 -5.0314 -1.8131 -0.240 0.291 0.040
H -2.3611 -1.6288 -1.3563 0.681 -0.183 -0.664
H -0.6965 -1.0478 -0.7925 -0.329 -3.814 0.582
H -1.0972 -2.7971 -0.8567 -0.153 -0.091 0.058
H -2.1209 -0.4451 -3.1950 -0.015 0.054 -0.290
H -1.1690 -1.0799 -4.5566 -0.349 -0.382 0.082
H -0.3515 -0.0575 -3.4379 -0.895 0.254 0.783
H 3.1926 -1.3847 -1.1117 -0.272 0.091 -0.949
H 1.4953 -0.8143 -1.0388 -0.490 -3.670 -0.314
H 2.0453 -2.4052 -0.4802 -0.619 -0.823 -0.408
H 3.5732 -1.0362 -3.0590 0.110 -0.899 -0.586
H 3.2663 -2.5756 -4.0008 0.757 0.049 -0.130
H 2.4276 -1.1377 -4.4355 0.306 0.065 0.249
H -1.6870 -4.6512 -2.2879 0.164 0.068 -0.309
H -0.6474 -6.0901 -2.5109 -0.130 -0.004 -0.289
H -1.0512 -5.4993 -0.9310 0.565 0.300 0.345
H 2.5294 -4.4154 -1.5021 -0.290 0.594 -0.146
H 2.0512 -5.5793 -2.6816 -0.230 -0.262 -0.161
H 1.5616 -5.7115 -0.9703 -0.334 -0.202 -0.114
O -1.1293 -3.5420 5.1525 -7.641 -3.535 0.736
P -1.6622 -4.1782 3.9266 -1.156 0.809 -1.848
N -0.8298 -5.5366 3.2749 -0.114 -0.097 0.181
C 0.6247 -5.3730 3.2881 -0.736 -1.000 0.123
C -1.2771 -6.2723 2.0518 -1.740 1.187 2.126
N -1.7116 -3.0442 2.5999 -1.394 -0.819 1.543
C -0.6873 -2.0154 2.6871 -3.975 -3.174 1.110
C -2.4719 -3.1997 1.3479 -0.402 -3.256 2.698
N -3.2570 -4.6507 4.0243 0.501 -2.773 -0.564
C -4.2111 -3.6001 4.1635 0.023 0.316 -0.123
C -3.5788 -5.9270 4.7225 0.683 0.018 -0.047
H 0.9320 -4.6363 2.5459 0.355 0.408 0.210
H 1.0510 -6.3175 2.9500 0.149 -0.181 0.205
H 0.8912 -5.1697 4.3253 0.543 0.174 -0.494
H -2.3573 -6.3524 2.1736 -0.244 -0.144 -0.103
H -0.9246 -7.2998 2.1417 0.555 0.245 -0.707
H -1.1972 -5.6799 1.1404 0.879 -0.472 -0.201
H 0.2331 -2.5591 2.4741 -1.413 -0.087 2.518
H -0.7426 -1.2933 1.8725 -3.729 -4.786 3.090
H -0.7451 -1.4413 3.6119 -0.653 -1.330 0.096
H -3.3546 -3.8248 1.4823 0.172 -0.605 0.319
H -2.8633 -2.2641 0.9484 -0.718 -4.988 2.924
H -1.8571 -3.6401 0.5629 0.007 -0.256 -0.133
H -5.1579 -4.0100 3.8118 -0.367 0.406 0.449
H -4.1786 -3.2040 5.1784 -0.683 -0.015 0.263
H -3.9133 -2.7716 3.5208 -0.146 -0.041 -0.089
H -3.4979 -5.8742 5.8082 -0.447 0.522 0.261
H -2.8820 -6.7425 4.5287 0.506 0.405 -0.602
H -4.5245 -6.3861 4.4345 -0.379 0.657 -0.063
C 2.8268 -2.1727 3.6328 -1.462 -0.571 0.006
C 1.5224 -2.5976 4.2255 1.632 0.225 1.034
N 0.5373 -2.9866 4.6986 9.771 3.198 -0.682
H 3.6865 -2.6987 4.0480 -0.263 -0.100 0.206
H 3.0008 -1.0967 3.6341 -0.375 -0.429 0.702
H 2.7566 -2.4272 2.5753 -0.255 -0.249 0.426
C 2.8664 3.3252 -0.1321 1.092 0.732 -0.656
C 2.8092 3.9391 1.2125 -0.058 1.859 2.457
N 2.7837 4.3913 2.3014 -0.399 -0.710 -3.448
H 3.3956 3.9908 -0.8140 0.449 -0.011 0.070
H 1.8688 3.2676 -0.5675 2.549 -0.857 0.259
H 3.3452 2.3477 -0.0743 0.124 0.768 -0.290
C 5.3610 0.4931 -0.8425 0.412 1.177 -0.336
C 6.2902 1.5858 -1.1324 -1.892 -2.787 1.320
N 7.0136 2.4149 -1.3579 2.160 2.615 -0.828
H 5.6232 -0.3240 -1.5146 -0.452 0.134 -0.046
H 4.3810 0.9221 -1.0512 1.161 -0.247 0.304
H 5.4080 0.1422 0.1884 -0.032 0.955 -1.080
C 4.2224 -1.9982 1.0183 1.457 -0.383 -0.502
C 5.6034 -1.8819 0.4363 -1.012 -1.838 0.214
N 6.6489 -1.7435 -0.0216 -0.170 -1.029 0.206
H 3.6276 -1.1251 0.7497 0.843 -1.225 -0.927
H 4.2289 -1.8629 2.0998 1.008 -0.533 -0.866
H 3.6526 -2.9007 0.7971 0.677 -0.269 -0.343